i | {"formula": "C23H19N3O5", "method": "ωB97M-V/def2-TZVPD", "symbols": ["C", "H", "O", "C", "C", "C", "C", "C", "C", "C", "N", "C", "C", "C", "C", "H", "C", "O", "O", "H", "C", "O", "N", "C", "O", "N", "C", "C", "C", "C", "C", "C", "C", "H", "H", "H", "H", "H", "H", "H", "C", "H", "H", "H", "H", "H", "H", "H", "H", "H"], "coordinates": [[0.61630, -3.72481, -0.22112], [0.15122, -4.44341, 0.40653], [-0.15799, -2.77323, -0.63608], [-1.40570, -2.85578, -1.14632], [-1.88548, -4.00181, -1.57264], [-3.17342, -4.18648, -1.88225], [-4.04545, -3.04360, -2.07309], [-3.34546, -1.91492, -2.00596], [-2.08012, -1.69646, -1.41758], [-1.76578, -0.35135, -1.13168], [-0.87084, -0.27240, 0.13472], [-0.42038, 1.05540, 0.33494], [-0.94764, 2.29010, -0.61866], [-1.61973, 1.90247, -1.55855], [-1.97885, 0.72967, -2.04924], [-2.66146, 0.59732, -2.73585], [-2.13506, 3.24930, -2.51022], [-3.12029, 3.76460, -2.39896], [-0.95336, 3.32984, -3.35585], [-1.24891, 4.26505, -3.67202], [-0.38170, 3.54326, -0.09266], [-0.66802, 4.52548, -0.45632], [0.28961, 3.44744, 1.23979], [0.54582, 2.42539, 2.10141], [1.47517, 2.42977, 2.81302], [0.11860, 1.11970, 1.43353], [0.45486, 0.14405, 2.14667], [2.09781, -0.44607, 1.94542], [2.93685, -0.15742, 3.00945], [4.21692, -0.52361, 2.61718], [4.74137, -0.96277, 1.30207], [3.75848, -0.90055, 0.22005], [2.35551, -0.71091, 0.64289], [1.54869, -0.60981, -0.19849], [3.92643, -1.14918, -0.70274], [5.75455, -1.27380, 1.15514], [5.15139, -0.48195, 3.21458], [2.56378, 0.03491, 4.12370], [0.47336, 0.22835, 3.33024], [-0.01173, -0.80412, 2.10579], [0.54065, 4.79485, 1.70581], [0.35365, 5.61393, 1.24219], [0.33776, 5.07524, 2.69543], [1.74242, 4.93331, 1.68462], [-3.93554, -1.02915, -2.10442], [-5.01792, -3.39044, -2.71739], [-3.61196, -5.26787, -2.16209], [-1.44082, -4.97780, -1.24787], [1.70310, -3.32587, 0.09378], [1.02929, -4.22386, -1.03092]], "smiles": "COc1ccccc1-c1cc(C(=O)O)c2c(=O)n(C)c(=O)n(Cc3ccccc3)c2n1", "orbital_gap_ev": 7.8502, "charge": 0, "lumo_ev": -0.18}



ii | {"formula": "C23H19N3O5", "method": "ωB97M-V/def2-TZVPD", "symbols": ["C", "H", "H", "H", "O", "C", "N", "C", "C", "C", "C", "H", "H", "N", "C", "O", "C", "C", "C", "C", "C", "C", "O", "C", "H", "H", "H", "H", "H", "C", "N", "C", "O", "C", "C", "C", "C", "C", "C", "C", "O", "H", "H", "H", "H", "H", "H", "H", "H", "H"], "coordinates": [[-2.14537, -2.68050, -1.16240], [-2.76255, -3.32492, -1.78452], [-2.06631, -1.68528, -1.60565], [-2.57904, -2.58227, -0.16479], [-0.87699, -3.30235, -1.09899], [0.05692, -2.67236, -0.37176], [-0.26121, -1.55140, 0.25767], [0.67680, -0.93050, 0.95421], [1.98741, -1.37894, 1.04092], [2.30569, -2.58611, 0.41220], [1.33319, -3.24755, -0.30033], [1.52418, -4.17867, -0.80709], [3.30506, -2.99070, 0.48491], [2.97044, -0.64065, 1.73021], [3.35036, 0.63919, 1.44705], [4.18856, 1.21188, 2.10646], [2.61403, 1.22620, 0.27886], [1.53604, 2.05274, 0.58028], [0.68050, 2.51565, -0.40389], [0.92193, 2.15900, -1.72611], [2.01822, 1.39102, -2.04562], [2.88131, 0.91171, -1.05615], [3.90846, 0.15276, -1.52380], [5.05691, -0.06138, -0.73385], [5.35601, 0.84233, -0.19933], [5.84348, -0.34492, -1.43346], [4.91145, -0.87495, -0.01791], [2.23258, 1.12262, -3.06791], [0.24783, 2.48912, -2.50205], [-0.57380, 3.26009, -0.03110], [-1.64898, 2.30054, 0.16401], [-2.49774, 1.88929, -0.85276], [-2.49888, 2.33007, -1.97394], [-3.35799, 0.84322, -0.24714], [-4.39737, 0.11159, -0.78139], [-5.02447, -0.81699, 0.04401], [-4.61652, -1.00059, 1.35602], [-3.56917, -0.25930, 1.89508], [-2.95160, 0.66242, 1.07729], [-1.83502, 1.59987, 1.34544], [-1.19881, 1.76765, 2.35546], [-3.24842, -0.39487, 2.91594], [-5.12222, -1.72990, 1.97133], [-5.84306, -1.40414, -0.34446], [-4.71082, 0.26013, -1.80288], [-0.44286, 3.80758, 0.90485], [-0.88414, 3.93696, -0.82996], [1.35043, 2.30311, 1.61497], [3.49578, -1.10837, 2.45849], [0.35973, -0.03914, 1.47363]], "smiles": "COc1ccc(NC(=O)c2cc(CN3C(=O)c4ccccc4C3=O)ccc2OC)cn1", "orbital_gap_ev": 8.0607, "charge": 0, "lumo_ev": -0.45}



Which structure is the least stable? The one labeled i.



i | {"formula": "C4H7NO", "method": "ωB97M-V/def2-TZVPD", "symbols": ["O", "C", "C", "C", "C", "N", "H", "H", "H", "H", "H", "H", "H"], "coordinates": [[0.86164, 1.82240, -0.38825], [1.64284, 0.93590, -0.11936], [1.27858, -0.46211, 0.01545], [-0.53109, -0.39683, 0.71941], [-1.43964, 0.33946, -0.15442], [-1.41155, -1.17207, -0.10933], [2.64111, 1.31328, 0.08889], [2.06293, -1.01901, 0.55194], [0.96121, -0.96805, -0.88534], [-0.45104, -0.42910, 1.79977], [-0.73885, 0.79765, -1.03070], [-2.30248, 0.94549, 0.20984], [-2.17921, -1.59514, 0.41924]], "orbital_gap_ev": 10.1621, "charge": 0, "lumo_ev": 0.86}



ii | {"formula": "C4H7NO", "method": "ωB97M-V/def2-TZVPD", "symbols": ["C", "C", "N", "C", "C", "O", "H", "H", "H", "H", "H", "H", "H"], "coordinates": [[0.88516, -1.22523, 0.73509], [0.44990, 0.21369, 0.68449], [0.73877, 1.05037, -0.45404], [-0.65660, 0.75230, -0.17617], [-1.35079, 0.08262, -1.32459], [-0.81148, -0.16425, -2.37475], [0.71061, -1.73625, -0.21386], [0.31816, -1.73354, 1.52290], [1.94840, -1.30153, 0.98382], [0.50899, 0.71866, 1.65177], [1.00157, 1.99673, -0.20712], [-1.30519, 1.44906, 0.36148], [-2.43749, -0.10263, -1.18900]], "smiles": "C[C@H]1N[C@H]1C=O", "orbital_gap_ev": 10.6607, "charge": 0, "lumo_ev": 0.85}



iii | {"formula": "C4H7NO", "method": "ωB97M-V/def2-TZVPD", "symbols": ["O", "C", "C", "C", "C", "N", "H", "H", "H", "H", "H", "H", "H"], "coordinates": [[1.49070, 0.80083, 0.41311], [2.43775, 0.96257, -0.47628], [0.91124, -0.50752, 0.19656], [-0.52254, -0.37520, 0.58015], [-1.44478, 0.32209, -0.34475], [-1.42851, -1.13691, -0.26320], [2.39057, 2.04934, -0.67374], [1.48643, -1.27976, 0.71148], [0.96150, -0.68193, -0.87952], [-0.71997, -0.27461, 1.64520], [-1.07492, 0.74212, -1.27994], [-2.27775, 0.86767, 0.09314], [-2.20972, -1.48865, 0.27778]], "orbital_gap_ev": 9.1226, "charge": 0, "lumo_ev": 0.61}



iv | {"formula": "C4H7NO", "method": "ωB97M-V/def2-TZVPD", "symbols": ["C", "C", "C", "C", "O", "N", "H", "H", "H", "H", "H", "H", "H"], "coordinates": [[1.41624, -0.22029, 1.27711], [-0.49415, 0.54190, -1.56426], [-1.53121, 0.13059, -0.81890], [-1.17407, -0.23229, 0.53416], [0.47457, -0.29926, 0.24904], [0.17693, 1.03751, -2.44695], [0.99531, 0.56914, -2.81587], [-2.38132, -0.32865, -1.30076], [2.24179, -0.89905, 1.00889], [1.16021, -0.47127, 2.31382], [1.87032, 0.77038, 1.39484], [-1.15730, 0.57500, 1.27047], [-1.59733, -1.17371, 0.89839]], "smiles": "COCC=C=N", "orbital_gap_ev": 9.4557, "charge": 0, "lumo_ev": 1.01}



Which structure is the least stable? The one labeled iii.



i | {"formula": "C4H7NO", "method": "ωB97M-V/def2-TZVPD", "symbols": ["C", "C", "C", "C", "N", "O", "H", "H", "H", "H", "H", "H", "H"], "coordinates": [[-2.52845, 1.96140, 0.83524], [-1.40131, 1.53749, 0.72195], [1.72956, -0.07197, -0.58724], [-0.21799, -1.40401, -0.08525], [0.28449, -0.06431, -0.21362], [-0.08225, 0.69383, 0.92648], [-3.24728, 2.63866, 0.73198], [2.08486, 0.96281, -0.64221], [2.26020, -0.58803, 0.18165], [1.99871, -0.51196, -1.61762], [0.22414, -1.83068, -0.96527], [0.19958, -2.03478, 0.80933], [-1.30427, -1.28844, -0.09543]], "smiles": "C#CON(C)C", "orbital_gap_ev": 9.7182, "charge": 0, "lumo_ev": 0.73}



ii | {"formula": "C4H7NO", "method": "ωB97M-V/def2-TZVPD", "symbols": ["C", "C", "C", "C", "O", "N", "H", "H", "H", "H", "H", "H", "H"], "coordinates": [[0.62833, -1.30261, 0.76323], [0.54113, 0.09629, 0.18004], [-0.11579, 0.23898, -1.21646], [-1.15736, 1.12432, -0.51573], [-2.11207, 1.77634, -0.85669], [-0.56233, 0.90885, 0.70491], [0.98605, -1.27601, 1.79848], [-0.36075, -1.77529, 0.74992], [1.32610, -1.92176, 0.18852], [1.50599, 0.61271, 0.24716], [0.47479, 0.77230, -1.96542], [-0.51089, -0.68439, -1.64609], [-0.64321, 1.43028, 1.56813]], "smiles": "C[C@H]1CC(=O)N1", "orbital_gap_ev": 10.6655, "charge": 0, "lumo_ev": 0.93}



iii | {"formula": "C4H7NO", "method": "ωB97M-V/def2-TZVPD", "symbols": ["C", "C", "C", "N", "C", "O", "H", "H", "H", "H", "H", "H", "H"], "coordinates": [[1.29633, 0.49513, 0.33710], [0.53685, -0.13683, -0.81759], [-0.49862, -1.06503, -0.19313], [-1.13783, -0.02676, 0.64756], [-0.14595, 1.08488, -0.34583], [-0.63454, 2.13008, -0.70930], [1.67608, -0.25923, 1.05699], [2.06632, 1.22372, 0.11670], [-0.62665, 0.16326, 1.49625], [0.95873, -0.31449, -1.79875], [-0.12654, -1.90217, 0.40751], [-1.21714, -1.41767, -0.93444], [-2.14704, 0.02512, 0.73693]], "smiles": "[O-][C@]12C[C@H]1C[NH2+]2", "orbital_gap_ev": 8.6961, "charge": 0, "lumo_ev": 0.77}



Which structure is the least stable? The one labeled i.



i | {"formula": "C4H7NO", "method": "ωB97M-V/def2-TZVPD", "symbols": ["C", "C", "O", "C", "C", "N", "H", "H", "H", "H", "H", "H", "H"], "coordinates": [[-0.71531, -0.31579, 1.87010], [-0.00825, 0.24381, 0.65436], [0.03602, -0.77480, -0.33534], [0.73136, -0.39816, -1.48384], [0.07003, 0.70573, -2.22284], [-0.44827, 1.57642, -2.78006], [-0.17054, -1.17587, 2.27017], [-0.78550, 0.44871, 2.65007], [-1.72675, -0.63747, 1.60539], [1.01812, 0.55857, 0.90390], [-0.54130, 1.12202, 0.26044], [0.77960, -1.27325, -2.13739], [1.76079, -0.07993, -1.25497]], "smiles": "CCOCC#N", "orbital_gap_ev": 11.7189, "charge": 0, "lumo_ev": 0.88}



ii | {"formula": "C4H7NO", "method": "ωB97M-V/def2-TZVPD", "symbols": ["C", "O", "C", "C", "C", "N", "H", "H", "H", "H", "H", "H", "H"], "coordinates": [[1.85612, 0.20038, 0.27499], [0.69567, -0.36572, 0.68024], [-0.38786, -0.05850, -0.06575], [-1.58334, -0.95908, 0.23063], [-0.68762, 1.36434, -0.21072], [-0.89588, 2.48733, -0.38301], [1.87098, 1.29833, 0.21919], [1.60179, -0.06120, -1.16427], [2.70050, -0.24956, 0.82944], [0.53783, -0.17307, -1.43521], [-1.26931, -2.00319, 0.15295], [-2.01623, -0.80165, 1.23188], [-2.37344, -0.77228, -0.50237]], "orbital_gap_ev": 9.9633, "charge": 0, "lumo_ev": 0.28}



Which structure is the least stable? The one labeled ii.



i | {"formula": "C4H7NO", "method": "ωB97M-V/def2-TZVPD", "symbols": ["O", "C", "C", "N", "C", "C", "H", "H", "H", "H", "H", "H", "H"], "coordinates": [[-2.79152, -0.29543, 1.04319], [-1.62158, -0.47693, 0.81888], [-0.68273, 0.66214, 0.44206], [0.50648, 0.15248, -0.25629], [0.41303, -0.27411, -1.51811], [1.67323, 0.04299, 0.39680], [-1.14805, -1.48001, 0.89283], [-0.35211, 1.13734, 1.37529], [-1.22454, 1.38990, -0.17212], [1.30878, -0.22512, -2.11689], [-0.48614, -0.75294, -1.87942], [2.33695, -0.73806, 0.05775], [2.01184, 0.83701, 1.04916]], "orbital_gap_ev": [7.9170, 7.9192], "charge": 0, "lumo_ev": [0.61, 0.61]}



ii | {"formula": "C4H7NO", "method": "ωB97M-V/def2-TZVPD", "symbols": ["C", "C", "N", "C", "C", "O", "H", "H", "H", "H", "H", "H", "H"], "coordinates": [[-0.19577, 1.33810, 1.02058], [0.21208, -0.07466, 0.63110], [-0.89752, -0.85624, 0.01286], [-0.23894, -0.87403, -1.31910], [0.97569, -0.19158, -0.69145], [2.09111, 0.06155, -1.04969], [-0.82834, 1.32165, 1.91327], [-0.77034, 1.79965, 0.21069], [0.68670, 1.95430, 1.22145], [0.72286, -0.57760, 1.46324], [-0.95162, -1.79004, 0.40531], [-0.76629, -0.25563, -2.05480], [-0.03961, -1.85547, -1.76346]], "smiles": "C[C@H]1NCC1=O", "orbital_gap_ev": 10.5228, "charge": 0, "lumo_ev": 0.87}



Which structure is the least stable? The one labeled i.